[1]
120
Properties=species:S:1:pos:R:3 method="wB97M-V/def2-TZVPD" charge=-1 lumo_ev=2.05 spin_multiplicity=1
C 0.4128 -0.4309 2.0040
B 0.9631 0.8985 1.2568
O 1.0169 2.0657 2.0757
Al 1.5299 0.7105 -0.7668
I 3.1857 -1.3290 -0.8447
C -0.1156 0.1583 -1.8236
C -0.9123 1.3395 -2.4719
C -2.4649 1.0922 -2.3498
C -3.2025 2.2473 -1.6147
N -3.3467 1.8583 -0.1899
C -3.6151 2.9282 0.6958
N -3.3228 2.8179 1.9385
N -4.2524 4.1340 0.2810
P 2.7206 2.5363 -1.6661
C 3.0089 3.8855 -0.3966
O 1.7325 3.3258 -2.8568
H -0.6687 -0.5199 1.7705
H 0.9040 -1.2826 1.4928
H 0.6218 -0.4255 3.0939
H 0.4206 2.7565 1.7688
H 0.2022 -0.5804 -2.5828
H -0.7691 -0.4051 -1.1180
H -0.7070 1.3049 -3.5595
H -0.6197 2.3324 -2.0889
H -2.9303 0.9768 -3.3496
H -2.6950 0.1537 -1.8110
H -2.7044 3.2220 -1.7622
H -4.2349 2.3202 -2.0202
H -2.5484 1.3133 0.1211
H -2.9041 1.8987 2.1073
H -3.6013 4.7965 -0.1230
H -5.0452 3.9573 -0.3254
H 2.3987 3.8042 0.5219
H 2.8305 4.9032 -0.8030
H 4.0705 3.8534 -0.0872
H 2.1628 3.0726 -3.6846
O 3.4437 -2.4702 1.2776
C 3.1372 -3.0855 2.2622
O 3.9384 -3.0571 3.3574
C 3.5782 -3.6150 4.6189
C 3.8636 -5.1029 4.6682
C 1.9075 -3.9635 2.2714
H 2.5411 -3.3789 4.8663
H 4.1957 -3.1052 5.3589
H 3.2815 -5.6504 3.9259
H 3.6310 -5.5073 5.6554
H 4.9156 -5.2938 4.4497
H 2.1444 -4.9096 1.7828
H 1.1231 -3.4564 1.7116
H 1.5060 -4.1578 3.2649
O -0.6414 -3.9354 -1.2322
C -0.9405 -4.8788 -0.5641
O -0.1380 -5.9713 -0.5479
C -0.3175 -7.0762 0.3362
C -1.3404 -8.0565 -0.2013
C -2.2438 -4.9105 0.2001
H -0.5571 -6.7315 1.3446
H 0.6536 -7.5679 0.4007
H -2.3244 -7.5980 -0.3035
H -1.4300 -8.9205 0.4597
H -1.0474 -8.4026 -1.1937
H -3.0496 -5.1727 -0.4848
H -2.4249 -3.9163 0.6049
H -2.2490 -5.5962 1.0452
O -7.8951 -0.2149 6.1352
C -7.4745 0.7685 5.5870
O -8.0131 1.1589 4.4192
C -7.7014 2.3978 3.7690
C -6.4361 2.2924 2.9449
C -6.2932 1.5260 6.1441
H -7.6621 3.2148 4.4926
H -8.5450 2.6087 3.1115
H -5.5688 2.0600 3.5610
H -6.2392 3.2267 2.4178
H -6.5264 1.4885 2.2118
H -5.3766 1.0092 5.8627
H -6.3785 1.5416 7.2293
H -6.2371 2.5627 5.8214
O 1.7346 2.2583 -5.7648
C 2.1160 3.2624 -6.2966
O 1.5532 3.6550 -7.4625
C 1.8183 4.9084 -8.0891
C 3.0823 4.8549 -8.9232
C 3.2739 4.0508 -5.7347
H 1.8362 5.7143 -7.3528
H 0.9654 5.1034 -8.7396
H 3.9597 4.6387 -8.3132
H 3.2450 5.8043 -9.4367
H 3.0107 4.0607 -9.6681
H 4.2055 3.5686 -6.0300
H 3.1980 4.0497 -4.6508
H 3.2954 5.0957 -6.0373
O 3.7625 -2.4841 -2.9496
C 3.8757 -3.5048 -3.5651
O 4.0946 -3.4707 -4.9054
C 4.3979 -4.6207 -5.6891
C 3.1400 -5.3635 -6.0932
C 3.6873 -4.8383 -2.8825
H 5.1167 -5.2632 -5.1748
H 4.9000 -4.2494 -6.5832
H 2.5931 -5.7333 -5.2254
H 3.3834 -6.2130 -6.7352
H 2.4649 -4.6977 -6.6328
H 2.6195 -5.0378 -2.7854
H 4.1330 -4.7783 -1.8906
H 4.1690 -5.6720 -3.3916
O 0.2711 3.4589 7.8959
C 0.4348 3.8448 6.7684
O -0.4680 4.6713 6.2130
C -0.2829 5.3142 4.9464
C -0.6678 4.4010 3.8035
C 1.5912 3.3501 5.9335
H 0.7352 5.6977 4.8515
H -0.9401 6.1840 4.9537
H -0.0453 3.5057 3.7766
H -0.5687 4.9185 2.8472
H -1.6996 4.0640 3.9127
H 1.3445 2.3679 5.5315
H 2.4656 3.2666 6.5770
H 1.8675 4.0132 5.1179


[2]
147
Properties=species:S:1:pos:R:3 method="wB97M-V/def2-TZVPD" charge=-1 lumo_ev=1.48 spin_multiplicity=1
C 4.7751 -1.8606 2.8993
C 4.0119 -0.6539 2.2541
C 3.0788 -1.0615 1.1157
Br 3.8811 -0.3126 -0.5755
Sb 0.8906 -0.4709 1.1332
C 0.3275 -1.7506 2.8633
C 1.2734 -1.8484 4.0714
C 1.9659 -3.2321 4.1315
S 0.8312 -4.4915 4.8137
C 0.3057 -2.1920 -0.1987
C 1.1038 -2.3447 -1.5083
C 0.9830 -1.1841 -2.4826
Br -0.3831 -1.6306 -3.8719
C -1.2582 0.1557 1.0338
C -1.6867 0.8283 -0.2838
C -1.4800 2.3665 -0.2820
C -0.2126 2.8493 -1.0344
C -0.4579 4.2371 -1.6107
N 0.8485 4.8153 -2.0231
B 1.2411 1.3799 2.4693
O 0.3580 1.7856 3.4794
O 2.3683 2.1522 2.2185
C 2.2182 3.5598 2.3495
H 4.3606 -2.8140 2.5650
H 5.8393 -1.8550 2.6560
H 4.6616 -1.8251 3.9858
H 4.8190 -0.0401 1.8511
H 3.6019 -0.0718 3.0805
H 3.1436 -2.1382 0.9416
H 1.2042 0.5808 -0.2429
H 0.0878 -2.7678 2.5379
H -0.6274 -1.3487 3.2166
H 0.6438 -1.8509 4.9735
H 1.9834 -1.0268 4.2086
H 2.2198 -3.5994 3.1350
H 2.8580 -3.2121 4.7578
H 0.1628 -3.7948 5.7386
H -0.7550 -2.1200 -0.4570
H 0.3987 -3.1456 0.3314
H 0.7179 -3.2336 -2.0260
H 2.1403 -2.6113 -1.2773
H 0.6385 -0.2519 -2.0469
H 1.8859 -0.9752 -3.0522
H -1.5903 0.7925 1.8614
H -1.8341 -0.7738 1.1222
H -1.2776 0.3613 -1.1861
H -2.7800 0.7049 -0.3563
H -2.3461 2.8047 -0.7984
H -1.5199 2.7486 0.7433
H -0.0444 2.1261 -1.8360
H 0.6172 2.8263 -0.3260
H -0.9951 4.9021 -0.9306
H -1.0951 4.1254 -2.5026
H 0.6471 5.7012 -2.4841
H 1.1745 4.2160 -2.7777
H -0.1618 2.5630 3.2433
H 3.1931 4.0372 2.2149
H 1.5637 3.9859 1.5812
H 1.8805 3.8563 3.3483
C -4.6147 -3.5374 -1.4535
C -4.6385 -5.0405 -1.2684
O -3.6232 -5.2973 -0.2963
S -3.5355 -4.0614 0.7318
O -4.2900 -4.3798 1.8916
O -2.1940 -3.6304 0.7890
O -4.3839 -3.0150 -0.1423
H -3.7892 -3.2259 -2.0977
H -5.5500 -3.1527 -1.8525
H -4.4268 -5.5794 -2.1880
H -5.5959 -5.3766 -0.8612
C -4.3616 6.8047 -5.4864
C -4.3177 5.3094 -5.2556
O -3.3093 5.1336 -4.2571
S -3.3003 6.3948 -3.2678
O -4.0560 6.0738 -2.1146
O -1.9766 6.8921 -3.1948
O -4.1789 7.3783 -4.1874
H -3.5395 7.1338 -6.1256
H -5.3058 7.1328 -5.9134
H -4.0629 4.7529 -6.1534
H -5.2642 4.9393 -4.8548
C 1.3697 -2.8297 -7.7072
C 1.7289 -1.5868 -6.9257
O 1.8823 -0.5666 -7.9281
S 0.8734 -0.8454 -9.1396
O -0.2906 -0.0549 -8.9629
O 1.6163 -0.8245 -10.3426
O 0.5065 -2.3677 -8.7533
H 2.2514 -3.2826 -8.1675
H 0.8600 -3.5689 -7.0944
H 2.6477 -1.7004 -6.3567
H 0.9214 -1.2956 -6.2537
C 2.3474 4.6305 -11.5052
C 3.2601 4.1830 -10.3822
O 2.5192 3.1691 -9.7008
S 1.6021 2.3683 -10.7520
O 2.2689 1.1824 -11.1326
O 0.2718 2.3683 -10.2676
O 1.7167 3.4334 -11.9630
H 1.5734 5.3100 -11.1404
H 2.8906 5.1041 -12.3193
H 3.5108 4.9907 -9.6998
H 4.1786 3.7350 -10.7689
C -3.0251 -6.3889 8.4008
C -3.7970 -5.6906 7.3019
O -3.6439 -4.2965 7.5913
S -2.2094 -4.0400 8.2558
O -1.3117 -3.6060 7.2526
O -2.3930 -3.3137 9.4580
O -1.8732 -5.5675 8.6114
H -3.5969 -6.4235 9.3311
H -2.7239 -7.3957 8.1234
H -4.8491 -5.9621 7.2904
H -3.3606 -5.8853 6.3196
C -1.2542 0.5381 5.8153
C -1.0540 0.1158 7.2502
O -0.4484 1.2635 7.8769
S -1.0018 2.5977 7.1911
O -2.0560 3.1221 7.9882
O 0.1055 3.3990 6.8130
O -1.6424 1.9259 5.8965
H -0.3272 0.4754 5.2427
H -2.0254 -0.0463 5.3248
H -0.4110 -0.7546 7.3448
H -2.0064 -0.0813 7.7469
C 7.9364 1.6971 -0.4662
C 7.6882 0.2208 -0.2679
O 8.9148 -0.4073 -0.6868
S 10.1468 0.5517 -0.3502
O 10.7340 0.1443 0.8752
O 10.9220 0.7155 -1.5269
O 9.3088 1.8891 -0.0821
H 7.8312 1.9826 -1.5146
H 7.2818 2.3137 0.1432
H 6.8494 -0.1425 -0.8529
H 7.5252 -0.0174 0.7850
C -6.2978 -0.4754 4.2692
C -6.4402 -1.9094 4.7342
O -5.1959 -2.5228 4.3903
S -4.0147 -1.4419 4.5054
O -3.4027 -1.6029 5.7772
O -3.2839 -1.4384 3.2991
O -4.9415 -0.1329 4.5638
H -6.4472 -0.3888 3.1907
H -6.9768 0.1994 4.7842
H -7.2639 -2.4276 4.2504
H -6.5611 -1.9653 5.8192


no.,energy (hartree)
1,-3345.98184
2,-12831.46297